1.
The following is a quantum chemistry calculation of a 2-piece molecular cluster, C3H6BrNO2 overall, from the Open Molecules 2025 dataset.

Geometry (Å):
1 C -1.93357 -0.50721 1.34541
2 C 0.45378 0.98364 -0.05989
3 C -1.08529 -1.06248 0.54222
4 N 1.56382 0.55557 -0.54314
5 O 2.54949 0.08931 -0.04665
6 O 1.60472 0.66228 -2.03087
7 Br -1.45232 -1.38502 -1.27991
8 H 2.53111 0.44111 -2.30350
9 H -1.60365 -0.49851 2.37418
10 H -2.79999 -0.16980 0.83008
11 H 0.60955 1.17518 1.00441
12 H -0.21704 1.36737 -0.82165
13 H -0.22063 -1.65143 0.98930

Values from the calculation:
multiplicity	1
charge	0
electronic energy	-78830.64346	eV
frontier orbital gap	9.71	eV
ΔE to the lowest compared entry with this formula, charge and spin	116.6	kcal per mole

These are the Mulliken partial charges, in e, on atoms 1 to 6: -0.371, -0.748, -0.446, 0.783, -0.683, -0.476


2.
The following is a quantum chemistry calculation of a 2-piece molecular cluster, C3H7NOS overall, from the Open Molecules 2025 dataset.

Geometry (Å):
1 C 4.16829 1.25956 0.49096
2 C -2.86927 -0.81533 -0.58909
3 C 3.22875 1.74596 1.03477
4 N -0.33313 -1.10125 -0.60605
5 O -1.35603 1.10220 0.62310
6 S -1.36218 0.33149 -0.64450
7 H 5.10772 0.90779 0.04467
8 H -3.66125 -0.13524 -0.50232
9 H -2.88579 -1.61154 0.28065
10 H -2.75396 -1.40328 -1.55322
11 H 2.53480 2.05419 1.77225
12 H 0.59077 -0.67077 -0.62245
13 H -0.40871 -1.66379 0.27123

Values from the calculation:
multiplicity	1
charge	0
electronic energy	-17593.74284	eV
frontier orbital gap	10.41	eV
ΔE to the lowest compared entry with this formula, charge and spin	96.5	kcal per mole

These are the Mulliken partial charges, in e, on atoms 1 to 6: -0.325, -0.857, -0.386, -0.594, -0.556, 0.518


What did the second record say?
The following is a quantum chemistry calculation of a 2-piece molecular cluster, C3H7NOS overall, from the Open Molecules 2025 dataset.

Geometry (Å):
1 C 4.16829 1.25956 0.49096
2 C -2.86927 -0.81533 -0.58909
3 C 3.22875 1.74596 1.03477
4 N -0.33313 -1.10125 -0.60605
5 O -1.35603 1.10220 0.62310
6 S -1.36218 0.33149 -0.64450
7 H 5.10772 0.90779 0.04467
8 H -3.66125 -0.13524 -0.50232
9 H -2.88579 -1.61154 0.28065
10 H -2.75396 -1.40328 -1.55322
11 H 2.53480 2.05419 1.77225
12 H 0.59077 -0.67077 -0.62245
13 H -0.40871 -1.66379 0.27123

Values from the calculation:
multiplicity	1
charge	0
electronic energy	-17593.74284	eV
frontier orbital gap	10.41	eV
ΔE to the lowest compared entry with this formula, charge and spin	96.5	kcal per mole

These are the Mulliken partial charges, in e, on atoms 1 to 6: -0.325, -0.857, -0.386, -0.594, -0.556, 0.518


Q: Which value of multiplicity does entry 2 give?
A: 1


Q: What is the frontier orbital gap in the first record?
A: 9.71 eV